Density functional theory data (the ωB97M-V functional and the def2-TZVPD basis) for C23H31ClN4O in the gas phase.

ORCA input file:
```
! wB97M-V def2-TZVPD RIJCOSX def2/J DEFGRID3
* xyz 0 1
C 6.45511 -1.29683 -0.79876
H 4.26414 -0.35059 -0.38409
N 2.22676 1.19653 -0.55988
H -2.38544 0.99418 0.25153
H -4.42777 1.42454 -1.15585
H 1.07801 1.28326 -2.91779
C 5.33141 -2.34406 1.12965
C 0.05940 -0.88848 0.05176
H 1.45043 3.95774 0.71986
C 0.83842 0.34720 -2.41311
H 6.19216 -0.90833 2.54484
H 7.64247 0.01146 0.49272
C -7.04562 0.03727 0.44061
C -4.97014 0.80840 -0.45341
C 6.64338 -0.42762 0.45300
C 1.91511 0.03937 -1.37008
H 6.02819 -0.73210 -1.62868
C -0.55842 0.45072 -1.80300
C -4.26639 0.02059 0.45178
H -2.17909 -2.70263 0.51595
H 2.83653 -0.23225 -1.90702
C 5.67861 0.74176 0.60547
H 6.10635 -3.42794 -0.57919
C 3.24474 2.63596 0.76720
C 6.44205 -1.41520 1.61398
H -1.28567 0.55442 -2.61182
H -2.81752 -0.64433 -1.64298
C 3.38289 1.42562 0.11862
H -4.45881 -1.37174 2.06676
H -2.38040 -0.38454 1.36511
C -2.58006 -2.39036 -0.44488
C -2.26799 -0.92248 -0.73567
H 4.64037 -2.53769 -0.93588
H -6.88997 1.43898 -1.16893
O 5.99330 1.76004 1.17711
H -0.23712 -1.73546 0.67086
H 4.35718 -1.89267 1.32549
H 0.07982 0.01756 0.68051
C 1.46050 -1.14091 -0.49949
H 0.84537 -0.46149 -3.14564
H 1.44117 -2.04194 -1.11421
H 7.43142 -1.65225 -1.12845
N -0.86304 -0.75719 -1.05775
C 5.57848 -2.49597 -0.37931
H -2.14848 -3.01577 -1.22145
H 2.15449 -1.29544 0.32985
H -3.65637 -2.53951 -0.42872
C -6.36868 -0.75327 1.35380
C -6.35202 0.82294 -0.46544
C 1.95716 3.06131 0.42293
H -0.59548 1.35077 -1.17251
H -6.91898 -1.35824 2.05740
Cl -8.77694 0.04751 0.43364
N 4.43576 0.52510 0.08311
C -2.77110 -0.01391 0.41659
H 5.35492 -3.30411 1.64294
H 3.97096 3.12140 1.38178
H 7.36205 -1.98094 1.76604
C -4.98557 -0.75632 1.35224
N 1.35675 2.19356 -0.36492
*
```

Summary:
- HOMO energy (eV) = -8.22
- SMILES string = C[C@@H](Cc1ccc(Cl)cc1)N1CCC(n2nccc2NC(=O)C2CCCC2)CC1
- frontier orbital gap (eV) = 8.779
- relative energy (zero: lowest compared OMol25 entry of this formula, charge and spin) (kJ/mol) = 4.1


Density functional theory data (the ωB97M-V functional and the def2-TZVPD basis) for a molecular structure, C8H12InO6.

ORCA input file:
```
! wB97M-V def2-TZVPD RIJCOSX def2/J DEFGRID3
* xyz 3 1
C 12.81338 34.46724 -23.75338
C 24.47797 29.11448 -20.26704
H 12.85221 35.47502 -23.33702
H 15.77393 34.33543 -25.66843
H 21.98256 27.00417 -20.07577
O 21.08002 28.69110 -19.48887
C 23.04804 28.80315 -20.73387
H 12.27985 34.44827 -24.70397
C 22.27559 28.01440 -19.69209
O 14.96535 33.63958 -22.91523
O 20.27879 30.71511 -20.12243
O 16.08669 35.23849 -23.91279
In 19.30521 33.36938 -20.58230
H 14.03551 32.90231 -24.58178
C 21.12742 29.88961 -20.17079
H 12.34631 33.79739 -23.03159
C 14.26119 33.85839 -24.07958
C 15.13231 34.79569 -24.89816
H 24.44866 29.75436 -19.38290
H 23.13707 28.14722 -21.62540
O 16.88986 34.35535 -22.01021
O 22.24590 29.94938 -20.89426
H 22.83696 27.81943 -18.75640
C 16.05142 34.44549 -22.85039
H 14.56407 35.65253 -25.27807
H 25.00780 29.57855 -21.10058
H 25.02012 28.21167 -19.98184
*
```

Summary:
- HOMO energy (eV) = -19.24
- frontier orbital gap (eV) = 1.442
- relative energy (zero: lowest compared OMol25 entry of this formula, charge and spin) (kJ/mol) = 0.0


Density functional theory data (the ωB97M-V functional and the def2-TZVPD basis) for a molecular structure, C36H34BBaCl3N12OS3SbSi.

ORCA input file:
```
! wB97M-V def2-TZVPD RIJCOSX def2/J DEFGRID3
* xyz -1 1
C -2.50201 4.54599 0.31485
C 0.11139 -4.66911 -6.02505
N 1.70949 0.44649 -1.22115
H 2.37639 -6.45321 -7.82505
N 0.39379 3.08339 6.56055
N 1.09419 2.44759 3.94225
C -0.12461 3.31849 7.75315
S -2.09451 2.93769 -2.91475
C 0.26179 -6.60331 -8.05155
N -1.06781 0.49699 2.75055
C -2.02321 4.38239 1.71235
H 2.23899 -4.73701 -6.02815
H -2.69891 2.50739 5.93185
H 3.56289 -2.14161 -3.40275
C 1.34849 -5.14291 -6.47975
N -0.98921 -3.04441 -4.45855
C -0.53761 -2.12211 -3.55225
C -1.77861 2.75969 6.42025
O 0.44749 -7.53841 -9.02925
C 1.42489 -6.08871 -7.47155
N -1.43131 3.27559 2.13585
C -0.68601 -8.07091 -9.66565
Cl 1.74429 -2.28351 0.67675
H -3.24931 -1.68751 -3.24345
C 3.06609 -1.40241 -2.79365
H 4.66399 3.02299 1.70695
C 0.11889 -3.65441 -4.99405
H -2.64481 1.28799 -0.21855
B -0.39831 2.40179 4.27215
H -1.86791 -2.67801 2.03835
N 1.22929 -3.17781 -4.47255
C 3.01999 0.42229 -1.26685
Ba 0.41229 1.68149 0.84315
C 3.28929 2.34119 4.05925
Si 2.12449 -0.54931 1.87625
H 1.95509 1.50189 5.62365
C -2.26841 0.57819 -0.94045
C -1.48641 -0.75951 2.86085
C -3.13811 -0.16401 -1.74125
H -2.53031 6.29179 2.74875
C -1.66261 -1.08351 4.21075
C -1.30251 0.05819 4.88875
H 4.82669 -0.48681 -1.97745
C -1.51791 3.13139 7.71885
H -1.94901 -3.20521 -4.71525
H -1.88681 -6.52011 -8.03615
C 1.02189 -0.42851 -1.95555
C 3.74989 -0.49251 -2.02245
C -1.04301 -5.18621 -6.60715
H 0.13599 3.84529 9.80925
N -0.96281 0.46499 -0.99445
H 3.52259 1.15549 -0.65595
C 3.75239 3.60399 1.83645
C 2.11529 2.00309 4.69165
Cl 1.79589 -1.42751 3.75545
S -0.71451 1.91319 -4.06995
C -0.41831 -0.38301 -1.87045
Sb 0.04799 4.16969 -3.24955
H 4.03029 4.61809 2.12805
S 1.28579 3.81729 -1.37365
H -2.21891 3.25019 8.52245
H -2.02171 -4.85461 -6.29355
C -0.97171 -6.14141 -7.60795
H -1.27021 -7.29001 -10.16225
C -2.60751 -1.08091 -2.61765
H -0.30931 -8.76671 -10.41295
C 0.85429 -2.22511 -3.58305
H 1.48559 2.94619 9.09095
N -0.60731 2.73879 5.74835
C 0.73269 3.71169 8.90805
H -2.00061 -2.01161 4.62755
C -1.21651 -1.21721 -2.69805
C 1.66889 -1.36861 -2.78985
H -1.32661 -8.61141 -8.96165
Cl 4.22379 -0.63511 1.78575
H 4.28989 2.13709 4.38925
H -2.56361 -1.34381 1.10065
C -1.70451 -1.65841 1.69345
H -1.25321 0.23479 5.94355
N 1.56179 3.03299 2.82935
C 2.88839 2.99229 2.88545
C -2.11331 5.30519 2.76425
H -1.38001 5.01149 4.83365
C -1.53351 4.66269 3.83255
H -0.83211 -1.65471 1.04465
N -1.14361 3.44259 3.42975
H -1.73411 5.02889 -0.29125
H -2.72071 3.58369 -0.14155
N -0.95951 0.99309 3.98975
H 3.21899 3.65739 0.88975
H 1.25759 4.63969 8.68635
H -3.39421 5.16869 0.29005
H -4.20251 -0.00811 -1.66835
*
```

Summary:
- HOMO energy (eV) = -4.87
- frontier orbital gap (eV) = 6.630
- relative energy (zero: lowest compared OMol25 entry of this formula, charge and spin) (kJ/mol) = 66.7


Density functional theory data (the ωB97M-V functional and the def2-TZVPD basis) for 2 unconnected molecules or ions with the total composition C3H5PS.

ORCA input file:
```
! wB97M-V def2-TZVPD RIJCOSX def2/J DEFGRID3
* xyz 0 1
H 0.95645 1.14426 1.61099
H 0.38707 -1.90997 -0.12053
H 0.88598 1.19223 -1.63034
C 0.77959 0.50904 0.68802
H -1.86088 -0.39678 1.21580
P -1.87750 0.24140 0.01265
S 2.38271 -0.25789 0.02358
C -0.13236 -0.23417 -0.12520
C 0.95082 0.51135 -0.79397
H -2.47187 -0.79947 -0.88100
*
```

Summary:
- HOMO energy (eV) = -8.62
- frontier orbital gap (eV) = 9.104
- relative energy (zero: lowest compared OMol25 entry of this formula, charge and spin) (kJ/mol) = 489.4


Density functional theory data (the ωB97M-V functional and the def2-TZVPD basis) for C3H2N2 in the gas phase.

ORCA input file:
```
! wB97M-V def2-TZVPD RIJCOSX def2/J DEFGRID3
* xyz 0 1
N 4.82419 -0.57973 0.00008
C -0.00945 0.03609 -0.02070
C 1.46516 0.42803 -0.00230
H -0.42907 -0.24506 0.91644
C 3.82889 -0.00229 -0.03420
N 2.82057 0.80371 0.03750
H -0.56454 0.19018 -0.91435
*
```

Summary:
- HOMO energy (eV) = -10.14
- SMILES string = C=C=NC#N
- frontier orbital gap (eV) = 9.140
- relative energy (zero: lowest compared OMol25 entry of this formula, charge and spin) (kJ/mol) = 339.0


Density functional theory data (the ωB97M-V functional and the def2-TZVPD basis) for a gas-phase ion, C6H9N2 (charge +1).

ORCA input file:
```
! wB97M-V def2-TZVPD RIJCOSX def2/J DEFGRID3
* xyz 1 1
N -0.37443 -1.19398 0.12973
H 1.40887 -0.77477 2.42035
H 1.10680 2.25661 1.57524
C -1.07586 -1.38415 -2.28222
C 0.35797 -0.50201 2.36166
H -0.87101 -0.91352 -3.19738
H -0.26524 -1.32404 2.62554
C 0.96270 2.11278 0.53158
N -0.10349 0.61260 -1.15941
H -2.09787 -1.60558 -2.07870
C -0.57580 -0.61838 -1.12013
H 1.29073 2.80292 -0.18397
C 0.37580 0.93883 0.21394
H -0.55420 -2.30490 -2.24448
H -0.11777 1.23016 -1.92340
C 0.05583 -0.25277 0.93552
H 0.45121 0.47567 2.89038
*
```

Summary:
- HOMO energy (eV) = -15.33
- SMILES string = C=C1[NH+]=C(C)N=C1C
- frontier orbital gap (eV) = 9.573
- relative energy (zero: lowest compared OMol25 entry of this formula, charge and spin) (kJ/mol) = 151.4